A structure of composition C42H38FN6O5Os, computed with the ωB97M-V functional and the def2-TZVPD basis.

Output
**DFT total energy**: -2518.29914 hartree
**M**: 916.031 u
**Energy relative to the best compared isomer or geometry (same formula, charge and spin)**: 0.0 kcal per mole
**Strongest force on any atom**: 0.0014 Eh/bohr
**Gap between HOMO and LUMO**: 6.56 eV

Geometry as ORCA input:
```
! wB97M-V def2-TZVPD RIJCOSX def2/J DEFGRID3
* xyz 1 1
Os -0.66171 0.03574 -0.29775
C 0.48410 0.35461 5.18978
O -0.00626 -0.81482 4.54830
C -0.88809 -1.58644 5.22860
C -1.19147 -1.44387 6.57550
C -2.10567 -2.30456 7.17255
C -2.73050 -3.29927 6.44038
C -2.44611 -3.42585 5.08711
C -1.53264 -2.58313 4.47973
N -1.24470 -2.72070 3.08704
C -1.28763 -1.64223 2.24635
N -2.19568 -0.70350 2.59445
C -2.03908 0.67407 2.37375
C -1.38546 1.19824 1.26434
C -1.13903 2.58809 1.31600
C -1.60394 3.39200 2.33336
C -2.35423 2.85040 3.37800
C -2.55715 1.48838 3.40104
O -3.20547 0.80983 4.39473
C -3.72948 1.56265 5.47703
N -0.56686 -1.55309 1.15990
C 0.35414 -2.62523 0.96165
C 1.68471 -2.49001 1.32589
C 2.60387 -3.49775 1.06088
C 2.17825 -4.66148 0.44385
C 0.83829 -4.83902 0.11438
C -0.08086 -3.83046 0.38390
O -1.41229 -3.92416 0.12809
C -1.89559 -5.13482 -0.43919
H 1.07220 0.88112 4.44333
H 1.11660 0.10254 6.04320
H -0.34132 0.99246 5.51482
H -0.71030 -0.67872 7.16730
H -2.32429 -2.19004 8.22604
H -3.44004 -3.96504 6.91102
H -2.93698 -4.17842 4.48291
H -0.59842 -3.45091 2.83024
H -2.71012 -0.91232 3.43994
H -0.52681 3.04805 0.55062
H -1.38654 4.45241 2.33107
H -2.73543 3.48693 4.16297
H -4.18352 0.84362 6.15256
H -4.48540 2.27033 5.13119
H -2.93650 2.10309 5.99994
H 1.98814 -1.57512 1.81642
H 3.64041 -3.37408 1.34305
H 2.88300 -5.45431 0.23069
H 0.52019 -5.76526 -0.34130
H -2.96836 -5.00547 -0.55034
H -1.69778 -5.98418 0.21770
H -1.44938 -5.31776 -1.41933
O 2.09953 3.03644 -6.73164
N 1.74182 3.38952 -5.63111
O 1.64619 4.53971 -5.25424
C 1.42927 2.32948 -4.65079
C 2.14311 1.19539 -4.74961
C 1.94030 0.13345 -3.81525
C 2.63634 -1.08178 -3.89504
C 2.35374 -2.06005 -2.98053
C 1.40139 -1.81332 -1.98732
N 0.75017 -0.66841 -1.87482
C 1.00458 0.29824 -2.78880
C 0.23874 1.51029 -2.70433
N -0.67817 1.58012 -1.70047
C -1.48420 2.63616 -1.67406
C -1.39803 3.67617 -2.59572
C -0.43889 3.64916 -3.57405
C 0.41648 2.53676 -3.64680
H 2.87045 1.08830 -5.54275
H 3.36994 -1.23253 -4.67657
H 2.85014 -3.01954 -3.00240
H 1.17196 -2.57619 -1.25999
H -2.21835 2.65295 -0.88375
H -2.08629 4.50563 -2.51682
H -0.34384 4.46162 -4.27595
F -6.33240 0.89943 0.80449
C -5.25626 0.38344 0.20102
C -4.68840 -0.76153 0.71589
C -3.55589 -1.26973 0.10230
C -2.99927 -0.64813 -1.02448
C -1.77208 -1.15858 -1.64749
C -3.65671 0.48541 -1.54591
C -4.77335 1.01206 -0.94088
H -5.12153 -1.22629 1.59090
H -3.09513 -2.17428 0.47397
H -1.66904 -0.86799 -2.69229
H -1.59840 -2.22126 -1.50418
H -3.28370 0.93104 -2.45888
H -5.28741 1.87985 -1.33093
C 1.27027 0.66202 0.29819
H 1.22983 0.90695 1.35979
H 1.57928 1.56106 -0.24568
H 2.03629 -0.09862 0.15548
*
```

Atomic partial charges in e from the Löwdin method, atoms 1 to 4:
1. Os 1.334
2. C -0.044
3. O -0.073
4. C -0.229

---

A structure of composition C42H38MgN11OP2, computed with the ωB97M-V functional and the def2-TZVPD basis.

Output
**DFT total energy**: -3183.81605 hartree
**M**: 799.095 u
**Energy relative to the best compared isomer or geometry (same formula, charge and spin)**: 38.8 kcal per mole
**Strongest force on any atom**: 0.0230 Eh/bohr
**Gap between HOMO and LUMO**: 6.76 eV

Geometry as ORCA input:
```
! wB97M-V def2-TZVPD RIJCOSX def2/J DEFGRID3
* xyz -1 1
Mg 1.50678 0.63758 0.42757
C 5.17807 1.37055 -1.93182
C 4.26279 0.82848 -1.02182
N 2.98101 1.12143 -1.04903
C 2.51959 1.94548 -2.00657
C 3.36347 2.56157 -2.95387
C 4.73322 2.25443 -2.88396
C 2.80612 3.47996 -3.89373
C 1.48569 3.78294 -3.86842
C 0.60658 3.19095 -2.91584
C -0.75937 3.51559 -2.80963
C -1.49835 2.96561 -1.80130
C -0.87643 2.07116 -0.91240
N 0.35967 1.64184 -1.07559
C 1.11510 2.25192 -1.99797
H 6.22488 1.11202 -1.85888
H 4.58257 0.14703 -0.24125
H 5.42700 2.73379 -3.56442
H 3.46771 3.95737 -4.60630
H 1.07592 4.50181 -4.56802
H -1.20271 4.20397 -3.51839
H -2.54165 3.21669 -1.67342
H -1.45244 1.56250 -0.15193
N 2.87596 2.85908 2.72867
C 3.33639 1.56498 2.69803
N 4.31199 1.13854 3.49088
N 4.51470 -0.13223 3.11614
N 3.71549 -0.45283 2.16076
N 2.93086 0.60777 1.85562
C 1.73110 3.27461 2.10728
N 1.21314 4.48797 2.29836
N 0.12831 4.50958 1.52857
N 0.00124 3.38594 0.91763
N 1.00898 2.55295 1.24231
H 3.20528 3.42997 3.48784
C -2.31259 -2.15798 0.83744
C -2.84774 -1.71446 -0.55219
P -1.63732 -1.17251 -1.85629
C -1.18841 -2.78446 -2.63353
C -1.80575 -4.01390 -2.43285
C -1.41845 -5.13094 -3.16134
C -0.40331 -5.03893 -4.10006
C 0.25559 -3.83005 -4.27431
C -0.12805 -2.72177 -3.53925
C -2.91126 -0.73495 -3.17388
C -2.31299 -0.29784 -4.36401
C -3.04200 0.26864 -5.39289
C -4.41546 0.43142 -5.25788
C -5.02922 0.01052 -4.09002
C -4.28783 -0.55367 -3.05803
C -2.05152 -1.01838 1.87133
P -0.26139 -0.62458 2.34335
C -0.51532 0.83406 3.42429
C 0.47839 1.06226 4.38162
C 0.47762 2.21281 5.14728
C -0.50844 3.17124 4.95806
C -1.50419 2.95314 4.02137
C -1.50465 1.79563 3.25524
C -0.19762 -1.87842 3.70740
C 0.52617 -3.05452 3.53875
C 0.58012 -4.00533 4.54985
C -0.07425 -3.78285 5.74951
C -0.80492 -2.61582 5.92707
C -0.87368 -1.67678 4.91174
H -1.40192 -2.75464 0.71849
H -3.07937 -2.81156 1.26227
H -3.50060 -0.84772 -0.40961
H -3.46321 -2.51771 -0.96364
H -2.58718 -4.13057 -1.69374
H -1.91965 -6.07836 -3.00269
H -0.12142 -5.90870 -4.68059
H 1.07030 -3.75828 -4.98466
H 0.41372 -1.78779 -3.62723
H -1.23759 -0.39009 -4.46551
H -2.53618 0.59674 -6.29340
H -4.99365 0.90260 -6.04280
H -6.09865 0.14165 -3.96903
H -4.80917 -0.85503 -2.15655
H -2.52698 -1.28236 2.81832
H -2.52219 -0.10949 1.49211
H 1.26768 0.32850 4.50801
H 1.26516 2.37892 5.87237
H -0.48904 4.09293 5.52433
H -2.25641 3.71080 3.84647
H -2.27047 1.67432 2.50046
H 1.05960 -3.21995 2.61136
H 1.14780 -4.91536 4.40194
H -0.01547 -4.51150 6.54847
H -1.31863 -2.43007 6.86234
H -1.44766 -0.77215 5.06279
C 1.96788 -2.22167 0.16445
O 1.16004 -1.14090 -0.18626
H 2.94908 -2.17488 -0.33530
H 1.49926 -3.17957 -0.11999
H 2.17472 -2.24063 1.24390
*
```

Atomic partial charges in e from the Löwdin method, atoms 1 to 4:
1. Mg 0.381
2. C -0.035
3. C -0.082
4. N 0.099

---

- The lowest gap between HOMO and LUMO belongs to which entry?
  C42H38FN6O5Os